Formula: C31H34GaN4O2PS
Source: the Open Molecules 2025 dataset
Level of theory: the ωB97M-V functional and the def2-TZVPD basis

XYZ file:
```
74
Properties=species:S:1:pos:R:3:forces:R:3
Ga 0.441 -0.189 0.501 -0.57 0.78 0.26
C 2.500 0.927 4.451 1.84 2.54 -0.49
C 1.936 0.081 5.337 -1.11 -0.85 1.40
C 0.998 -0.822 4.845 0.09 -0.28 0.00
C 0.707 -0.804 3.496 0.23 1.40 -0.86
N 1.196 0.172 2.647 0.61 -1.14 0.21
C 2.136 1.041 3.110 -1.38 -2.32 0.84
C -0.241 -1.796 2.918 -0.40 0.88 -0.68
C -0.901 -2.736 3.700 0.58 0.51 -0.97
C -1.703 -3.636 3.050 -1.04 -1.40 -0.47
C -1.901 -3.595 1.663 0.69 1.46 1.12
C -1.347 -2.529 0.979 0.17 -0.38 0.21
N -0.519 -1.649 1.586 0.45 -0.38 0.26
H 3.249 1.607 4.877 -0.24 -0.11 -0.54
H 2.178 0.196 6.420 -0.19 -0.48 -1.07
H 0.492 -1.570 5.438 0.33 0.26 0.33
H 2.573 1.741 2.421 0.03 0.20 -0.12
H -0.780 -2.787 4.760 0.07 -0.06 0.28
H -2.202 -4.409 3.641 0.13 0.22 -0.23
H -2.532 -4.241 1.117 -0.56 -0.81 -0.17
H -1.615 -2.389 -0.062 0.45 0.24 0.27
O -1.599 1.009 -2.493 -0.04 1.31 -0.53
S -1.521 -0.316 -1.993 0.84 -1.58 0.75
O -2.347 -0.686 -0.869 -0.42 0.13 0.08
N -0.004 -0.611 -1.382 0.75 0.27 -1.02
C 1.141 -0.429 -2.244 -0.82 -0.50 1.80
C 1.128 -0.387 -3.602 -0.34 0.38 -0.88
C 2.332 -0.437 -4.310 1.48 0.07 0.53
C 3.581 -0.457 -3.680 -2.05 0.40 -1.22
C 3.605 -0.369 -2.281 0.43 -0.57 -0.36
C 4.824 -0.377 -1.584 0.67 0.09 -0.43
C 4.771 -0.420 -0.219 1.61 0.07 -0.59
C 3.568 -0.413 0.430 -0.89 0.27 1.30
N 2.401 -0.382 -0.186 -0.92 -0.06 -0.10
C 2.395 -0.406 -1.551 -0.28 0.16 -0.73
C -1.899 -1.428 -3.332 0.96 1.38 1.86
C -1.745 -2.771 -3.144 -0.38 -1.69 0.01
C -2.190 -3.600 -4.164 0.12 -0.13 0.21
C -2.721 -3.017 -5.306 -0.47 -1.56 -0.46
C -2.911 -1.665 -5.415 0.50 0.17 -1.32
C -2.443 -0.831 -4.431 -0.60 -0.86 -0.36
H 0.221 -0.263 -4.215 0.41 -0.33 0.69
H 2.247 -0.454 -5.378 0.25 0.00 -0.41
H 4.470 -0.466 -4.290 0.23 -0.06 0.19
H 5.810 -0.349 -2.135 -1.33 -0.07 0.67
H 5.706 -0.426 0.315 -0.05 -0.05 0.42
H 3.546 -0.377 1.514 -0.04 -0.15 -0.10
H -1.394 -3.257 -2.230 0.13 0.59 -0.20
H -2.150 -4.686 -4.045 0.10 0.42 -0.18
H -3.039 -3.681 -6.119 0.09 0.36 0.31
H -3.269 -1.281 -6.365 -0.27 0.15 0.29
H -2.585 0.205 -4.486 0.04 1.30 -0.05
C -3.450 1.144 1.413 -0.33 0.40 -2.39
C -2.617 1.986 0.432 0.82 0.04 -0.52
P -0.781 2.059 0.732 -0.74 -0.63 -1.17
C -0.173 3.267 -0.496 -0.20 0.27 0.08
C 1.350 3.332 -0.400 -0.59 0.96 -0.67
C -0.443 2.692 2.357 -0.61 0.27 1.95
C -1.287 3.941 2.790 0.45 -0.90 -0.85
H -4.482 1.253 1.020 0.37 -0.13 0.88
H -3.331 1.386 2.438 -0.15 0.44 0.91
H -3.174 0.122 1.234 0.07 -0.64 0.17
H -2.942 3.025 0.299 0.00 0.00 0.50
H -2.681 1.592 -0.608 -0.08 0.13 0.95
H -0.618 4.283 -0.362 0.08 -0.86 0.12
H -0.516 2.875 -1.473 0.27 0.27 0.38
H 1.711 3.609 0.587 0.06 -0.11 0.07
H 1.715 4.076 -1.107 0.11 0.09 0.09
H 1.734 2.401 -0.742 0.72 -0.95 -0.01
H 0.656 2.853 2.419 -0.86 -0.03 0.24
H -0.757 1.870 3.069 0.71 0.67 -0.69
H -0.926 4.834 2.286 -0.25 0.12 -0.02
H -1.254 4.090 3.856 0.29 0.05 0.37
H -2.328 3.723 2.550 -0.02 0.36 -0.13
```
Positions in Å, forces in eV/Å.

Calculated values
**LUMO**: -6.39 eV
**2S+1**: 1
**Orbital gap**: 7.04 eV
**Total charge**: +2